# 1
Density functional theory data (the ωB97M-V functional and the def2-TZVPD basis) for 3 unconnected molecules or ions with the total composition C4H17N2O2 at a distorted geometry.

Each line ends with the natural charge from an NBO analysis.
Element x y z (Å)
C -1.065 -0.991 0.477  -0.241
N 0.467 -0.637 0.582  -0.571
C 0.923 -1.585 1.631  -0.453
C -2.033 0.124 0.775  -0.261
N -1.535 1.418 0.344  -0.655
C -1.587 1.475 -1.239  -0.470
H -1.264 -1.385 -0.490  0.221
H -1.302 -1.822 1.134  0.233
H 0.757 -0.873 -0.518  0.528
H 0.959 -2.631 1.278  0.239
H 2.049 -1.424 1.850  0.234
H 0.414 -1.728 2.535  0.245
H -2.987 -0.170 0.158  0.203
H -2.411 0.246 1.896  0.229
H 0.361 0.301 0.875  0.461
H -2.151 2.121 0.596  0.375
H -0.623 0.946 -1.628  0.203
H -2.561 0.926 -1.704  0.214
H -1.428 2.634 -1.324  0.235
H 1.120 2.030 0.267  0.477
H 1.936 2.178 -0.906  0.497
O 1.621 1.405 -0.285  -0.967
H 2.805 -1.012 -2.542  0.493
H 2.826 -1.189 -1.054  0.474
O 2.323 -1.250 -1.812  -0.942

The value obtained for the LUMO energy is -2.78 eV. As for the charge: +1. As for the energy above the lowest of the compared OMol25 structures with the same formula, charge and spin: 91.9 kcal/mol. As for the frontier orbital gap: 10.8 eV.

---

# 2
Density functional theory data (the ωB97M-V functional and the def2-TZVPD basis) for 3 unconnected molecules or ions with the total composition C4H17N2O2 at a distorted geometry.

Each line ends with the natural charge from an NBO analysis.
Element x y z (Å)
C 1.882 0.627 0.208  -0.252
N 2.659 -0.033 1.241  -0.865
C 0.418 0.440 0.486  -0.039
N 0.026 -0.968 0.107  -0.725
C -1.935 1.024 -0.508  -0.654
C -0.490 1.398 -0.326  -0.429
H 2.113 0.364 -0.830  0.207
H 2.118 1.695 0.158  0.211
H 3.507 -0.475 0.923  0.386
H 2.873 0.570 2.029  0.385
H 0.097 0.566 1.518  0.210
H -0.277 -0.986 -0.877  0.461
H 0.771 -1.644 0.274  0.443
H -0.831 -1.205 0.646  0.459
H -2.418 1.715 -1.183  0.256
H -2.524 1.195 0.395  0.214
H -2.261 0.053 -0.869  0.210
H 0.063 1.653 -1.237  0.216
H -0.449 2.357 0.200  0.239
H -0.482 -1.779 -3.343  0.510
H 0.878 -0.939 -3.056  0.500
O 0.143 -1.447 -2.695  -0.985
H -1.644 -1.566 2.916  0.495
H -2.348 -0.885 1.832  0.474
O -1.890 -1.729 1.990  -0.927

The value obtained for the LUMO energy is -2.70 eV. As for the charge: +1. As for the energy above the lowest of the compared OMol25 structures with the same formula, charge and spin: 18.1 kcal/mol. As for the frontier orbital gap: 10.6 eV.